Here is a cluster of 14 separate species, H28O14 in total in a non-equilibrium geometry from the OMol25 dataset. Energies are from ωB97M-V with the def2-TZVPD basis set.

Cartesian coordinates (Å):
H 1.425 2.192 3.185
H -0.358 -1.179 2.348
H -1.434 -3.187 -0.925
H 0.003 1.829 -2.362
H 2.710 1.670 -2.027
H 2.958 -1.783 3.857
O -3.967 -1.475 0.202
H 0.377 3.232 3.517
H -4.114 -0.968 -0.551
H 1.600 4.399 -2.062
O -2.885 1.061 -1.040
H -2.368 1.178 -1.794
H -3.388 0.740 2.290
H 0.602 2.680 -1.196
H 0.882 -1.599 -0.002
H -3.738 1.205 -1.494
H -0.804 -1.816 -1.052
H 0.142 0.038 0.971
O 1.119 4.434 -1.327
O 0.346 -1.515 2.848
H -0.032 -2.305 -2.563
O 0.346 1.771 -1.466
H -1.111 0.642 0.331
H 1.073 -1.992 -1.390
H 3.197 -3.438 -0.135
O -0.155 0.752 0.493
O -3.668 1.092 1.461
H 0.249 -0.702 -2.428
H -2.843 1.488 1.140
H 2.613 -1.638 2.533
O 1.171 -1.232 -0.801
O 3.143 0.840 -2.322
H 0.577 5.214 -1.373
O 0.741 2.377 3.842
H -4.209 -2.431 -0.106
O 2.408 -2.813 -0.262
O 0.193 -1.515 -2.992
O -1.298 -2.430 -1.521
O 2.565 -1.071 3.286
H 4.089 0.964 -2.240
H 0.024 -1.275 3.800
H 1.818 -3.435 -0.672

Forces on the atoms, in the same order (eV/Å):
H -0.1 -0.3 0.1
H -1.9 0.6 -1.2
H -0.2 0.5 -0.1
H 0.2 0.4 -0.2
H 0.4 -1.0 -0.1
H -0.3 1.5 0.3
O -0.4 -4.6 1.3
H 0.3 -0.9 0.5
H -0.2 1.6 -2.0
H 3.1 -0.1 -4.8
O -2.1 0.0 0.4
H 2.4 0.2 -1.7
H -0.1 -0.5 1.0
H -0.5 -0.6 -0.3
H -0.2 -0.4 2.3
H -0.1 -0.1 1.1
H 1.2 2.2 1.7
H 1.0 -2.4 1.8
O -2.7 0.0 4.8
O -1.0 -0.3 3.2
H -1.0 -0.8 0.7
O 0.3 0.8 -1.1
H 0.7 -0.1 0.0
H 0.8 1.1 -0.2
H -1.2 1.2 0.0
O -2.1 2.2 -0.2
O 0.3 0.7 -0.4
H 0.0 -1.7 -0.4
H -0.5 0.0 -0.3
H -0.6 0.0 -1.9
O -1.8 2.1 -1.7
O -0.5 0.7 0.0
H -0.3 0.4 0.0
O -0.2 1.1 -0.6
H 0.7 2.7 0.9
O 4.3 -3.8 1.4
O 1.7 3.4 -3.6
O -2.7 -3.7 0.0
O 2.4 -1.2 2.0
H 0.1 0.2 0.1
H 1.3 -0.6 -2.5
H -0.6 -0.6 -0.3

Output
charge = 0
spin multiplicity = 1
calculated total energy = -29114.09229 eV
highest occupied orbital energy = -0.356 hartree
energy above the lowest of the compared OMol25 structures with the same formula, charge and spin = 174.3 kcal per mole
molecular weight = 252.21 g mol⁻¹

Here is a cluster of 14 separate species, H28O14 in total in a non-equilibrium geometry from the OMol25 dataset. Energies are from ωB97M-V with the def2-TZVPD basis set.

Cartesian coordinates (Å):
H 1.292 2.858 -2.845
H -5.163 -1.386 -0.072
H 1.337 1.555 -4.000
H 3.318 0.606 -1.078
H -1.221 -4.892 0.456
H 1.373 3.407 2.599
H 0.246 -0.122 0.382
H -1.824 2.280 1.436
O -1.021 -4.083 0.941
H -2.191 -1.688 -4.633
H -1.621 -1.469 4.539
H 0.087 -2.464 1.578
H -2.499 -2.197 -3.235
O 0.764 -2.313 2.247
O -4.327 -0.911 -0.007
H -0.801 -3.445 0.253
O 2.103 2.708 -2.346
H 0.828 -2.268 -3.433
O 1.234 -2.808 -2.745
H 4.126 -0.303 1.133
O 3.688 0.414 -1.947
H -4.459 -0.306 0.731
H -0.908 -2.675 3.950
O 0.879 1.239 -3.213
O 4.439 -0.033 0.262
O -2.219 3.976 3.245
O 0.790 3.763 3.279
H 2.406 1.844 -2.646
H -1.726 3.619 3.992
H -2.626 3.201 2.841
O -1.775 -1.876 -3.784
O -1.673 2.522 0.515
H -0.048 1.446 -3.382
H 0.475 -2.844 2.997
H 1.842 -3.381 -3.225
O -0.338 -0.079 -0.384
H 4.440 0.930 0.302
H -0.742 2.769 0.487
O -1.522 -1.969 3.721
H -1.212 0.067 -0.005
H 1.021 4.697 3.322
H 3.228 -0.386 -2.226

Forces on the atoms, in the same order (eV/Å):
H 0.7 0.3 0.9
H 0.1 0.0 0.0
H -0.2 -0.4 -0.3
H 0.0 -0.4 -0.4
H 0.0 0.1 0.1
H 0.0 0.0 0.1
H 0.0 0.0 0.0
H 0.2 0.1 -0.2
O -0.2 -0.1 -0.2
H 0.1 0.0 0.1
H 0.0 0.0 -0.1
H 0.1 0.0 0.4
H 0.1 0.1 0.1
O 0.5 0.1 -0.1
O -0.1 0.0 0.1
H -0.1 -0.1 -0.3
O 2.1 3.1 1.0
H -0.3 0.1 0.2
O 0.2 -0.1 -0.2
H 0.1 -0.1 0.1
O -0.6 0.4 -1.4
H 0.1 0.0 -0.1
H -0.4 0.1 0.1
O -2.8 -2.8 -2.4
O 0.1 -0.1 1.3
O -0.2 -0.2 0.1
O 0.2 0.0 -0.1
H 0.5 0.5 0.9
H 0.1 0.1 -0.1
H -0.1 0.3 0.1
O -0.1 0.0 -0.2
O -0.2 -0.2 0.1
H -0.2 -0.5 0.0
H 0.3 0.1 -0.6
H 0.0 0.0 0.1
O 0.0 -0.2 0.2
H 0.4 0.0 0.1
H -0.1 0.0 -0.1
O -0.3 0.0 0.4
H 0.0 0.2 -0.1
H -0.1 0.0 0.0
H 0.0 0.0 0.1

Output
charge = 0
spin multiplicity = 1
calculated total energy = -29116.55080 eV
highest occupied orbital energy = -0.347 hartree
energy above the lowest of the compared OMol25 structures with the same formula, charge and spin = 117.6 kcal per mole
molecular weight = 252.21 g mol⁻¹

Here is a cluster of 14 separate species, H28O14 in total in a non-equilibrium geometry from the OMol25 dataset. Energies are from ωB97M-V with the def2-TZVPD basis set.

Cartesian coordinates (Å):
O -1.954 1.288 -2.621
O -3.081 -3.611 0.107
H -0.926 3.787 -0.600
H -1.181 -0.835 4.022
H 3.000 -1.238 1.286
H -2.227 1.149 -3.514
H 3.930 1.419 0.118
O 3.439 1.853 -0.604
H 0.775 -2.955 1.726
H -1.053 0.967 -2.556
O 2.389 -1.417 1.945
H -0.815 1.179 1.280
H 0.348 0.503 -0.293
H -0.912 0.436 2.960
O -0.575 3.744 -1.480
H 2.706 -0.829 -2.895
O -0.045 -3.196 1.311
O 0.746 1.331 -1.807
H -2.882 -0.933 0.180
H 0.148 -2.870 -1.004
H -2.632 -0.926 1.589
H 2.625 1.377 -0.824
H -0.259 2.848 -1.605
O 0.087 -2.472 -1.873
O 0.118 -0.007 0.483
H -3.950 -3.357 -0.215
H 1.766 -1.721 -1.916
O 2.354 -0.937 -1.980
O -1.417 1.822 1.684
H -2.609 -2.760 0.260
O -2.208 -1.268 0.797
H 1.164 0.607 -2.307
H -0.867 -2.254 -1.993
H 0.961 2.996 1.731
H 1.539 -1.065 1.615
H -0.776 -2.757 1.661
O 1.373 3.236 0.938
H 1.155 2.045 -2.287
H 2.130 2.677 0.742
O -0.695 -0.040 3.784
H -0.684 -0.537 0.355
H -1.009 2.724 1.800

Forces on the atoms, in the same order (eV/Å):
O -0.2 -0.2 0.9
O 0.3 0.3 -0.2
H -0.1 -0.1 0.6
H -0.3 0.3 -0.7
H 1.8 0.5 -2.1
H -0.3 -0.1 -0.9
H -0.6 -0.1 -0.7
O 0.2 0.3 0.4
H 0.5 0.5 0.6
H 0.2 0.1 0.0
O -2.4 -0.5 1.9
H 0.8 0.5 -0.5
H -0.1 0.1 -0.5
H -0.6 -0.6 0.6
O 0.2 0.5 -0.9
H -0.4 -0.7 1.1
O 1.2 -1.8 -2.0
O 0.6 -0.7 -0.9
H 0.4 0.0 -0.5
H -0.2 -0.3 0.7
H 0.4 0.0 0.9
H 0.4 -0.4 0.4
H -0.6 0.1 0.4
O -1.1 0.4 -0.5
O 0.3 -0.3 1.0
H -0.1 -0.1 0.0
H 0.2 0.6 -0.6
O 0.4 0.4 -0.8
O -0.5 1.5 0.8
H -0.5 -1.2 0.1
O -1.0 1.1 -0.3
H -0.1 -1.0 0.6
H 1.1 -0.4 0.1
H -0.3 -0.9 1.9
H 0.5 0.2 0.1
H -1.4 1.2 1.2
O 0.3 1.0 -1.9
H 0.2 1.3 0.0
H 0.1 -0.1 0.2
O 0.8 0.3 0.3
H 0.2 0.0 -0.3
H -0.5 -1.8 -0.4

Output
charge = 0
spin multiplicity = 1
calculated total energy = -29119.40786 eV
highest occupied orbital energy = -0.392 hartree
energy above the lowest of the compared OMol25 structures with the same formula, charge and spin = 51.7 kcal per mole
molecular weight = 252.21 g mol⁻¹

Here is a cluster of 14 separate species, H28O14 in total from the OMol25 dataset. Energies are from ωB97M-V with the def2-TZVPD basis set.

Cartesian coordinates (Å):
H -1.887 1.967 4.186
H -3.055 -1.106 -2.247
H 0.686 2.097 -1.354
H -1.359 2.648 -0.651
H -3.526 0.752 1.177
O -0.316 -2.436 -2.181
O 2.306 -2.179 -1.087
H -1.906 -1.686 2.232
O -2.541 -2.403 2.183
O 1.004 -2.662 1.508
H 0.103 -1.130 -0.507
H -0.385 -2.602 -3.130
H 3.976 0.382 -1.923
O -0.071 1.084 -2.916
O -0.020 -0.191 -0.298
O 3.190 0.246 -2.466
O 1.020 -0.075 2.823
H -2.739 0.286 -0.050
O 0.995 2.968 -1.053
H -1.491 3.910 -1.480
O -2.641 0.496 0.895
H 0.308 0.379 3.314
H -0.870 1.836 3.071
H 2.530 0.832 -2.079
H -0.935 1.422 -3.182
H 2.412 -1.453 -1.729
O -2.783 -1.399 -1.370
H 0.203 -3.180 -1.833
H -0.271 0.439 -2.206
H 3.404 1.763 1.498
O -1.973 3.115 -1.229
H -0.323 -0.179 0.618
O -1.051 1.538 3.977
H 2.135 0.907 1.305
H 0.953 -1.832 2.025
H -2.058 -2.041 -1.532
H -3.221 -2.073 1.586
H 1.352 2.806 -0.168
O 2.591 1.697 0.985
H 1.312 -2.412 0.620
H 3.204 -2.375 -0.799
H 1.737 -0.153 3.465

Forces on the atoms, in the same order (eV/Å):
H 0.0 -0.2 0.1
H 0.0 -0.1 0.1
H 0.0 0.3 -0.2
H 0.1 0.1 -0.1
H 0.1 0.0 0.0
O 0.0 -0.5 -0.1
O 0.1 -0.1 -0.1
H 0.0 0.1 -0.1
O -0.2 -0.2 0.0
O 0.0 0.4 0.0
H -0.1 0.2 0.0
H 0.1 0.1 0.1
H -0.1 0.1 -0.1
O -0.2 -0.7 0.3
O 0.2 -0.1 0.1
O 0.1 -0.3 0.2
O -0.1 0.2 0.3
H 0.2 -0.3 0.2
O -0.1 -0.2 0.3
H 0.1 -0.1 0.0
O -0.1 0.2 -0.1
H 0.2 -0.4 0.0
H -0.2 0.1 0.2
H -0.1 0.3 -0.1
H 0.1 0.2 0.2
H 0.1 0.1 0.1
O 0.0 -0.2 -0.2
H 0.0 0.3 -0.1
H 0.0 0.3 -0.3
H -0.1 0.0 0.0
O -0.3 0.0 0.0
H -0.1 0.0 -0.2
O 0.2 0.2 -0.6
H -0.1 0.0 0.1
H 0.1 -0.5 -0.5
H -0.3 0.6 0.1
H 0.2 0.0 0.0
H 0.2 0.0 -0.1
O 0.2 0.0 0.0
H 0.1 0.0 0.4
H -0.1 0.0 0.0
H -0.1 -0.1 0.0

Output
charge = 0
spin multiplicity = 1
calculated total energy = -29120.92430 eV
highest occupied orbital energy = -0.392 hartree
energy above the lowest of the compared OMol25 structures with the same formula, charge and spin = 16.8 kcal per mole
molecular weight = 252.21 g mol⁻¹

Q: Number 3 is which compound?
A: H28O14

Q: Which of these has the highest energy above the lowest of the compared OMol25 structures with the same formula, charge and spin?
A: number 1